No. 1
{
  "formula": "C21H22Cl2N4NaO3",
  "method": "ωB97M-V/def2-TZVPD",
  "species": ["Na", "O", "C", "C", "C", "C", "C", "C", "C", "O", "N", "N", "C", "C", "C", "C", "C", "C", "N", "H", "H", "H", "H", "H", "H", "H", "H", "H", "H", "Cl", "C", "Cl", "H", "H", "N", "C", "C", "C", "C", "C", "C", "H", "H", "H", "H", "H", "H", "H", "C", "O", "H", "H", "H"],
  "xyz": [[-1.068, -0.009, -0.491], [1.745, 4.371, -0.512], [2.134, 3.789, 0.631], [3.289, 4.270, 1.255], [3.728, 3.719, 2.445], [3.029, 2.671, 3.042], [1.887, 2.193, 2.422], [1.420, 2.732, 1.223], [0.197, 2.128, 0.602], [-0.416, 1.202, 1.181], [-0.096, 2.659, -0.616], [-1.138, 2.029, -1.206], [-1.395, 2.240, -2.433], [-2.443, 1.413, -3.077], [-2.708, 1.543, -4.436], [-3.643, 0.709, -5.023], [-4.292, -0.231, -4.241], [-3.972, -0.283, -2.890], [-3.080, 0.514, -2.313], [0.914, 3.878, -0.790], [3.825, 5.082, 0.777], [4.626, 4.109, 2.912], [3.377, 2.230, 3.968], [1.322, 1.373, 2.847], [-0.836, 2.957, -3.033], [-2.172, 2.283, -5.019], [-3.857, 0.787, -6.083], [-5.020, -0.911, -4.661], [-4.455, -1.005, -2.236], [-3.018, -1.212, 0.819], [-3.727, 0.058, 1.840], [-4.186, 1.528, 0.968], [-2.987, 0.321, 2.585], [-4.620, -0.350, 2.291], [0.128, -2.122, 1.109], [1.060, -2.951, 1.691], [1.463, -4.131, 1.045], [2.364, -4.998, 1.642], [2.897, -4.734, 2.900], [2.505, -3.567, 3.549], [1.606, -2.690, 2.961], [0.070, -2.051, 0.054], [0.098, -1.201, 1.530], [1.060, -4.348, 0.061], [2.658, -5.900, 1.114], [3.607, -5.412, 3.358], [2.909, -3.331, 4.528], [1.312, -1.780, 3.476], [0.789, -1.920, -2.359], [-0.171, -1.424, -1.496], [0.623, -2.975, -2.654], [1.814, -1.892, -1.943], [0.846, -1.360, -3.311]],
  "forces_ev_per_angstrom": [[-0.8, -0.1, 0.2], [0.3, 0.3, 0.2], [0.0, 0.1, -0.1], [0.1, 0.0, 0.1], [-0.1, 0.0, 0.0], [0.0, 0.0, -0.1], [0.0, 0.0, 0.0], [-0.1, -0.1, 0.1], [-0.1, 0.2, -0.2], [0.4, 0.4, 0.2], [-0.2, -0.1, 0.3], [0.1, 0.4, -0.1], [-0.3, 0.0, 0.0], [0.1, 0.1, 0.3], [0.0, 0.0, -0.1], [0.0, 0.0, 0.0], [0.0, 0.0, 0.0], [0.1, 0.1, 0.1], [0.0, -0.1, -0.2], [0.0, -0.2, -0.2], [0.0, 0.0, 0.0], [0.0, 0.0, 0.0], [0.0, 0.0, 0.0], [0.0, 0.0, 0.0], [0.0, 0.0, -0.1], [0.0, 0.0, 0.0], [0.0, 0.0, 0.0], [0.0, 0.0, 0.0], [0.1, 0.0, 0.0], [-0.5, 0.0, 0.2], [0.1, 0.0, 0.0], [0.1, -0.2, 0.0], [0.1, 0.1, 0.0], [-0.1, -0.1, 0.0], [0.3, 0.1, 0.2], [-0.1, 0.0, -0.1], [0.1, -0.1, 0.0], [0.0, 0.0, 0.0], [-0.1, 0.1, 0.0], [-0.1, 0.0, -0.1], [0.0, 0.0, 0.0], [0.1, -0.1, 0.2], [0.0, 0.0, 0.0], [0.0, 0.0, 0.1], [0.0, 0.0, 0.0], [0.0, 0.0, 0.0], [0.0, 0.0, 0.0], [0.0, 0.0, 0.0], [-0.3, 0.1, 0.2], [0.9, -1.1, -0.9], [-0.1, 0.0, 0.0], [0.0, 0.0, 0.1], [0.0, 0.0, 0.0]],
  "homo_ev": -4.46,
  "e_above_lowest_kj_mol": 84.8,
  "charge": -1,
  "fmax_ev_per_a": 1.73,
  "e_tot_ha": -2340.96063,
  "lumo_energy_ha": 0.081,
  "homo_lumo_gap_ev": 6.67
}

---

No. 2
{
  "formula": "C5H10O2",
  "method": "ωB97M-V/def2-TZVPD",
  "species": ["C", "O", "C", "C", "O", "C", "C", "H", "H", "H", "H", "H", "H", "H", "H", "H", "H"],
  "xyz": [[2.225, 1.602, -0.221], [1.576, 1.100, 0.927], [-0.483, -0.671, -0.445], [-0.327, -1.636, 0.718], [-1.747, -1.925, 0.719], [-1.917, -1.102, -0.427], [-1.581, 0.318, -0.114], [3.299, 1.472, -0.068], [1.943, 1.057, -1.135], [2.028, 2.673, -0.383], [0.204, -0.547, -1.275], [0.023, -1.223, 1.670], [0.245, -2.535, 0.466], [-2.595, -1.435, -1.206], [-1.797, 1.046, -0.893], [-1.723, 0.671, 0.908], [0.626, 1.136, 0.760]],
  "forces_ev_per_angstrom": [[0.3, 0.1, -0.3], [-0.2, 0.0, 0.0], [0.2, -0.1, -0.2], [0.3, 0.0, 0.1], [-0.1, -0.1, 0.1], [-0.3, 0.0, -0.3], [-0.1, 0.2, 0.1], [-0.1, 0.0, 0.0], [0.0, 0.1, 0.2], [0.0, -0.2, 0.1], [-0.2, 0.0, 0.2], [-0.1, -0.1, -0.1], [-0.1, 0.1, 0.0], [0.1, 0.1, 0.1], [0.0, -0.2, 0.1], [0.0, -0.1, -0.1], [0.1, -0.1, 0.1]],
  "homo_ev": -9.47,
  "e_above_lowest_kj_mol": 367.3,
  "fmax_ev_per_a": 0.42,
  "e_tot_ha": -346.88553,
  "lumo_energy_ha": 0.034,
  "homo_lumo_gap_ev": 10.41
}

---

No. 3
{
  "formula": "C21H24N2O3",
  "method": "ωB97M-V/def2-TZVPD",
  "species": ["C", "H", "O", "C", "C", "C", "C", "C", "C", "C", "O", "N", "C", "C", "C", "C", "C", "C", "C", "O", "N", "H", "C", "C", "C", "C", "C", "C", "H", "H", "H", "H", "H", "H", "H", "H", "H", "H", "H", "H", "H", "H", "H", "H", "H", "H", "H", "H", "H", "H"],
  "xyz": [[1.605, -1.581, 2.453], [1.680, -2.416, 2.924], [0.628, -1.663, 1.242], [1.095, -2.595, 0.231], [2.431, -3.224, 0.070], [2.705, -4.256, -0.760], [1.855, -4.514, -1.667], [0.448, -3.806, -1.905], [0.140, -2.932, -0.879], [-1.192, -2.228, -0.884], [-2.197, -2.887, -1.622], [-1.472, -1.305, -0.216], [-2.456, -0.364, 0.041], [-3.915, -0.867, -0.321], [-4.960, -0.104, -0.145], [-4.803, 0.880, 0.966], [-3.512, 1.411, 1.426], [-2.429, 0.599, 1.090], [-1.316, 1.111, 1.507], [-0.839, 0.921, 2.819], [-0.354, 1.503, 0.461], [-0.749, 1.423, -0.242], [0.886, 1.952, 0.836], [1.060, 3.433, 0.761], [0.676, 3.910, -1.085], [1.825, 3.323, -1.743], [1.933, 1.834, -1.624], [1.801, 1.281, -0.178], [3.061, 1.498, 0.246], [1.874, 0.271, -0.003], [2.418, 1.225, -2.278], [0.816, 1.413, -2.108], [1.681, 3.557, -2.762], [3.007, 3.615, -1.492], [1.037, 5.034, -0.949], [-0.345, 3.633, -1.129], [1.994, 3.924, 0.780], [0.315, 3.958, 1.493], [1.181, 1.726, 1.833], [-3.617, 1.974, 2.135], [-5.711, 1.576, 1.305], [-5.892, -0.601, -0.217], [-3.814, -1.754, -1.027], [-0.493, -0.904, 0.503], [-0.288, -4.074, -2.635], [1.892, -4.993, -2.586], [3.612, -4.640, -0.736], [3.108, -3.015, 1.061], [0.988, -0.896, 2.902], [2.600, -1.365, 2.110]],
  "forces_ev_per_angstrom": [[-1.5, 3.6, -5.5], [-0.3, -5.6, 2.8], [3.6, -2.9, -0.7], [1.0, -1.5, -2.8], [-2.5, 4.3, 7.6], [-0.2, 2.4, 1.8], [-8.8, 1.1, -6.2], [4.3, -0.5, 4.3], [0.4, 1.7, 1.5], [-3.3, -13.1, -9.8], [4.3, 2.7, 2.5], [3.3, 12.7, 10.1], [-6.6, -2.3, 0.7], [7.3, -1.0, -2.9], [-1.2, 2.2, 5.3], [0.0, 3.5, -1.1], [-4.8, -9.9, -8.5], [-5.3, -2.0, -4.4], [13.8, 1.0, 7.2], [-2.7, 1.7, -6.8], [1.7, -0.1, 19.7], [-7.2, -1.0, -16.0], [3.5, 1.2, -2.2], [-4.1, 2.6, -2.5], [3.4, 3.3, 7.1], [4.1, -1.7, -1.0], [-7.9, -1.7, 1.5], [6.9, 3.3, 0.8], [-3.3, -0.2, -0.7], [-0.6, -2.6, -0.5], [2.7, -1.1, -1.5], [2.0, 1.2, 1.0], [0.5, 0.2, -1.6], [-3.3, 0.5, 0.0], [-2.1, -1.9, -0.6], [-0.7, -0.1, -1.1], [1.3, -0.2, 0.6], [1.3, -0.8, -1.5], [-0.4, -1.2, 0.8], [0.0, 6.6, 7.6], [1.8, -2.0, -0.8], [-1.3, 0.3, -0.8], [-0.5, 0.9, 1.2], [-2.8, -1.8, -2.3], [0.1, -0.1, -0.4], [1.5, -2.1, -1.0], [4.0, -2.0, 0.1], [-1.2, -0.6, -2.9], [-0.3, 2.2, 2.0], [0.1, 1.1, -0.2]],
  "homo_ev": -8.36,
  "e_above_lowest_kj_mol": 1819.6,
  "fmax_ev_per_a": 19.77,
  "e_tot_ha": -1149.23479,
  "lumo_energy_ha": -0.012,
  "homo_lumo_gap_ev": 8.02
}

---

No. 4
{
  "formula": "C3H7NO2",
  "method": "ωB97M-V/def2-TZVPD",
  "species": ["C", "C", "O", "C", "O", "N", "H", "H", "H", "H", "H", "H", "H"],
  "xyz": [[-1.945, 0.135, 0.236], [-1.187, -0.902, 0.614], [-1.399, -2.199, 0.287], [1.578, 0.620, -0.099], [0.825, 0.876, -1.184], [2.835, 0.943, -0.414], [-1.691, 1.135, 0.576], [-2.837, 0.007, -0.378], [-0.089, 0.619, -0.966], [-0.269, -0.759, 1.187], [-2.212, -2.277, -0.237], [3.569, 0.812, 0.265], [3.084, 1.296, -1.336]],
  "forces_ev_per_angstrom": [[0.1, -0.1, 0.0], [0.0, 0.4, -0.1], [-0.2, 0.0, -0.1], [0.4, 0.2, -0.5], [0.0, -0.1, 0.3], [-0.2, -0.1, 0.1], [-0.1, -0.2, 0.0], [0.2, 0.0, 0.2], [0.1, 0.0, 0.0], [-0.3, -0.2, -0.1], [0.2, 0.1, 0.2], [-0.2, 0.0, -0.2], [0.0, -0.1, 0.2]],
  "homo_ev": -8.73,
  "e_above_lowest_kj_mol": 288.3,
  "fmax_ev_per_a": 0.68,
  "e_tot_ha": -323.67114,
  "lumo_energy_ha": 0.035,
  "homo_lumo_gap_ev": 9.68
}